ORCA calculation (the ωB97M-V functional and the def2-TZVPD basis) on C14H28AlN11O3P as an isolated structure at a distorted geometry.

As for the net charge: -1. The spin multiplicity is 1. The value obtained for the energy above the lowest of the compared OMol25 structures with the same formula, charge and spin is 0.20 kcal per mole. The calculation puts the total energy at -1962.17478 Eh.

Cartesian coordinates (Å):
Al1 -1.905 0.353 -1.597
N1 -4.584 -0.860 -0.123
C1 -4.484 0.502 -0.348
N2 -5.450 1.330 0.025
N3 -4.942 2.552 -0.255
N4 -3.742 2.430 -0.734
N5 -3.397 1.115 -0.828
C2 -3.841 -1.754 -0.756
N6 -4.039 -3.058 -0.792
N7 -2.989 -3.564 -1.463
N8 -2.165 -2.620 -1.784
N9 -2.691 -1.411 -1.370
H1 -5.503 -1.178 0.027
C3 1.355 2.984 -0.097
C4 2.117 1.598 -0.039
C5 3.076 1.760 1.105
C6 2.779 1.505 -1.404
P1 0.807 0.205 0.222
N10 -0.435 0.513 -0.649
C7 0.212 0.146 2.016
C8 -1.070 -0.779 2.025
C9 -0.224 1.493 2.396
C10 1.213 -0.442 3.017
C11 1.665 -1.502 -0.189
C12 0.761 -2.677 0.241
C13 1.837 -1.505 -1.700
C14 2.976 -1.644 0.495
H2 2.121 3.715 -0.397
H3 0.905 3.389 0.776
H4 0.637 2.814 -0.908
H5 3.797 2.487 0.745
H6 3.514 0.804 1.453
H7 2.667 2.141 1.995
H8 3.162 2.450 -1.717
H9 1.983 1.363 -2.168
H10 3.584 0.719 -1.540
H11 -1.655 -0.434 1.152
H12 -1.615 -0.472 2.952
H13 -0.936 -1.886 2.115
H14 -1.041 1.957 1.744
H15 0.582 2.184 2.367
H16 -0.639 1.510 3.383
H17 1.250 -1.537 2.886
H18 0.835 -0.221 4.067
H19 2.276 -0.098 2.935
H20 -0.189 -2.584 -0.239
H21 0.672 -2.713 1.356
H22 1.065 -3.629 -0.131
H23 1.031 -0.965 -2.214
H24 1.793 -2.519 -2.024
H25 2.799 -1.133 -2.024
H26 2.917 -1.632 1.568
H27 3.798 -1.069 0.170
H28 3.341 -2.651 0.359
O1 -2.180 1.273 -3.188
N11 -1.467 0.636 -4.049
O2 -1.405 1.026 -5.221
O3 -0.940 -0.420 -3.646

natural (NBO) population analysis, charges in e, atoms 1 to 5: number 1, Al, carries 1.946; number 2, N, carries -0.580; number 3, C, carries 0.473; number 4, N, carries -0.376; number 5, N, carries -0.085



ORCA calculation (the ωB97M-V functional and the def2-TZVPD basis) on C14H28AuF6O3Sb as an isolated structure at a distorted geometry.

As for the net charge: +2. The spin multiplicity is 1. The value obtained for the energy above the lowest of the compared OMol25 structures with the same formula, charge and spin is 20.58 kcal per mole. The calculation puts the total energy at -1750.43048 Eh.

Cartesian coordinates (Å):
Au1 -0.030 -2.005 0.205
C1 -1.250 -3.955 -1.825
O1 -0.085 -3.755 -0.989
C2 1.177 -3.961 -1.678
C3 1.611 -2.750 -2.488
O2 1.686 -1.580 -1.678
C4 2.995 -1.304 -1.162
H1 -1.234 -4.975 -2.205
H2 -1.274 -3.249 -2.654
H3 -2.120 -3.818 -1.191
H4 1.086 -4.826 -2.335
H5 1.899 -4.184 -0.894
H6 0.880 -2.539 -3.270
H7 2.576 -2.959 -2.954
H8 3.410 -2.162 -0.629
H9 2.899 -0.461 -0.480
H10 3.670 -1.040 -1.978
C5 -2.901 3.274 1.032
C6 -2.505 2.411 -0.146
Sb1 -0.583 1.398 0.041
C7 0.008 1.031 -2.000
C8 -0.999 0.206 -2.791
C9 0.842 2.987 0.407
C10 0.831 3.990 -0.740
H11 -3.803 3.823 0.751
H12 -2.140 4.008 1.295
H13 -3.145 2.683 1.908
H14 -2.304 2.966 -1.068
H15 -3.229 1.619 -0.331
H16 0.977 0.541 -1.941
H17 0.102 2.057 -2.357
H18 -0.974 -0.842 -2.496
H19 -0.752 0.272 -3.852
H20 -2.019 0.581 -2.692
H21 1.796 2.489 0.549
H22 0.489 3.401 1.348
H23 1.329 3.617 -1.632
H24 1.405 4.860 -0.414
H25 -0.166 4.356 -0.990
C11 -0.117 -1.609 3.373
C12 0.011 -0.230 2.761
O3 0.121 -0.246 1.326
C13 1.297 0.456 3.291
F1 1.501 1.644 2.703
F2 2.351 -0.304 2.989
F3 1.242 0.647 4.599
C14 -1.232 0.608 3.131
F4 -2.257 0.257 2.317
F5 -1.609 0.480 4.378
F6 -1.032 1.928 2.884
H26 0.759 -2.204 3.118
H27 -1.017 -2.097 2.997
H28 -0.176 -1.534 4.457

natural (NBO) population analysis, charges in e, atoms 1 to 5: number 1, Au, carries 0.734; number 2, C, carries -0.258; number 3, O, carries -0.568; number 4, C, carries -0.105; number 5, C, carries -0.109



ORCA calculation (the ωB97M-V functional and the def2-TZVPD basis) on a 2-piece molecular cluster, C14H28B2BrN2O6S overall.

As for the net charge: +1. The spin multiplicity is 1. The calculation puts the total energy at -4133.01621 Eh.

Cartesian coordinates (Å):
O1 2.649 2.779 -2.223
C1 2.857 2.626 -0.834
C2 2.450 3.853 0.011
C3 1.527 3.553 1.164
C4 0.193 3.188 0.994
C5 -0.418 3.037 -0.366
B1 -0.464 1.507 -0.811
O2 -0.925 0.514 0.028
O3 -0.017 1.174 -2.047
C6 -0.617 2.968 2.129
Br1 -2.453 2.592 1.974
C7 -0.104 3.096 3.390
B2 -0.983 2.925 4.726
O4 -1.069 3.964 5.608
O5 -1.590 1.755 5.007
N1 1.208 3.410 3.502
O6 1.716 3.502 4.778
C8 2.022 3.646 2.460
S1 3.696 4.080 2.726
H1 2.065 3.519 -2.408
H2 2.359 1.714 -0.493
H3 3.929 2.481 -0.715
H4 3.358 4.288 0.416
H5 2.017 4.626 -0.623
H6 0.130 3.628 -1.090
H7 -1.438 3.407 -0.279
H8 -1.641 0.022 -0.394
H9 0.153 0.221 -2.074
H10 -0.971 4.832 5.197
H11 -2.429 1.887 5.467
H12 1.885 2.591 5.078
H13 3.723 3.968 4.058
C9 -3.059 -3.597 -0.668
C10 -2.334 -3.739 -1.998
N2 -0.931 -3.368 -1.933
C11 -0.323 -3.188 -3.245
C12 -0.228 -4.402 -4.174
C13 -0.132 -4.088 -0.954
C14 -0.093 -5.618 -1.042
H14 -2.922 -2.594 -0.258
H15 -4.127 -3.760 -0.814
H16 -2.717 -4.322 0.072
H17 -2.816 -3.072 -2.718
H18 -2.482 -4.761 -2.377
H19 0.679 -2.770 -3.104
H20 -0.894 -2.410 -3.763
H21 0.532 -5.110 -3.846
H22 0.051 -4.074 -5.176
H23 -1.179 -4.929 -4.256
H24 -0.495 -3.815 0.041
H25 0.888 -3.696 -0.999
H26 -1.089 -6.046 -1.155
H27 0.332 -6.025 -0.123
H28 0.525 -5.970 -1.866

natural (NBO) population analysis, charges in e, atoms 1 to 5: number 1, O, carries -0.692; number 2, C, carries -0.053; number 3, C, carries -0.463; number 4, C, carries -0.055; number 5, C, carries 0.128



ORCA calculation (the ωB97M-V functional and the def2-TZVPD basis) on a 3-piece molecular cluster, C14H28BN3O7P overall at a distorted geometry.

As for the net charge: +1. The spin multiplicity is 1. The value obtained for the energy above the lowest of the compared OMol25 structures with the same formula, charge and spin is 0.00 kcal per mole. The calculation puts the total energy at -1607.31577 Eh.

Cartesian coordinates (Å):
C1 6.137 -3.663 0.320
C2 4.707 -3.480 -0.109
C3 3.702 -4.334 0.321
C4 2.376 -4.147 -0.053
C5 2.059 -3.088 -0.891
C6 0.635 -2.816 -1.300
N1 0.205 -1.490 -0.720
O1 -0.095 -0.530 -1.697
B1 0.623 0.680 -1.538
O2 0.919 1.409 -2.636
O3 0.948 1.091 -0.275
P1 -1.395 -1.645 0.309
O4 -1.315 -0.269 1.134
O5 -0.897 -2.754 1.367
C7 3.063 -2.234 -1.347
C8 4.380 -2.423 -0.966
H1 6.818 -3.570 -0.524
H2 6.391 -2.869 1.026
H3 6.281 -4.611 0.832
H4 3.956 -5.166 0.965
H5 1.600 -4.812 0.302
H6 0.496 -2.774 -2.377
H7 -0.025 -3.576 -0.883
H8 0.957 -1.166 -0.099
H9 0.975 0.856 -3.427
H10 1.821 1.511 -0.285
H11 -0.448 -0.005 1.483
H12 -0.502 -2.378 2.169
H13 2.827 -1.410 -2.015
H14 5.155 -1.758 -1.323
C9 0.778 5.129 1.127
O6 1.184 6.261 1.261
N2 0.284 4.365 2.127
C10 -0.178 3.016 1.893
C11 0.222 4.929 3.467
H15 0.779 4.611 0.148
H16 -1.234 2.923 2.162
H17 0.405 2.311 2.497
H18 -0.061 2.768 0.848
H19 -0.401 5.823 3.471
H20 1.219 5.211 3.804
H21 -0.197 4.193 4.149
C12 -6.675 0.350 -0.534
O7 -7.745 0.906 -0.628
N3 -5.543 0.763 -1.151
C13 -4.291 0.062 -1.004
C14 -5.606 1.953 -1.986
H22 -6.530 -0.560 0.075
H23 -3.536 0.724 -0.566
H24 -3.933 -0.289 -1.976
H25 -4.426 -0.799 -0.350
H26 -5.928 2.811 -1.396
H27 -6.324 1.811 -2.793
H28 -4.622 2.151 -2.407

natural (NBO) population analysis, charges in e, atoms 1 to 5: number 1, C, carries -0.636; number 2, C, carries 0.023; number 3, C, carries -0.202; number 4, C, carries -0.199; number 5, C, carries -0.034



ORCA calculation (the ωB97M-V functional and the def2-TZVPD basis) on a 2-piece molecular cluster, C14H28BrNO5P overall at a distorted geometry.

The spin multiplicity is 2. Its expectation value of S² is 0.75. The calculation puts the total energy at -3896.58532 Eh.

Cartesian coordinates (Å):
C1 -1.302 -0.954 6.479
C2 -1.892 -0.553 5.121
C3 -1.891 0.961 4.895
C4 -0.512 1.580 4.677
O1 -0.203 1.627 3.269
C5 0.597 0.735 2.693
O2 0.472 0.368 1.558
O3 1.677 0.373 3.466
P1 1.753 -1.195 3.994
O4 2.455 -0.855 5.419
Br1 3.588 -1.938 2.931
H1 -1.765 -0.371 7.281
H2 -1.513 -2.008 6.681
H3 -0.221 -0.802 6.524
H4 -2.923 -0.919 5.079
H5 -1.342 -1.058 4.319
H6 -2.507 1.222 4.029
H7 -2.352 1.445 5.764
H8 -0.518 2.618 5.015
H9 0.274 1.073 5.238
H10 3.355 -1.208 5.469
C6 1.419 0.551 -5.100
C7 -0.008 0.106 -4.751
C8 -0.833 1.286 -4.227
C9 -0.440 1.716 -2.814
C10 -0.500 0.530 -1.852
C11 0.333 -0.665 -2.313
N1 -0.008 -0.994 -3.736
O5 -1.053 -1.744 -3.830
C12 1.833 -0.368 -2.137
C13 0.022 -1.879 -1.447
C14 -0.627 -0.425 -6.038
H11 2.010 -0.299 -5.443
H12 1.377 1.281 -5.910
H13 1.950 1.024 -4.281
H14 -1.890 1.004 -4.229
H15 -0.727 2.120 -4.924
H16 0.558 2.161 -2.816
H17 -1.120 2.497 -2.468
H18 -0.160 0.824 -0.858
H19 -1.544 0.215 -1.746
H20 2.439 -1.072 -2.709
H21 2.095 -0.474 -1.085
H22 2.116 0.642 -2.422
H23 -1.039 -2.114 -1.441
H24 0.329 -1.661 -0.424
H25 0.566 -2.758 -1.796
H26 -0.106 -1.318 -6.382
H27 -0.542 0.343 -6.809
H28 -1.679 -0.670 -5.915

natural (NBO) population analysis, charges in e, atoms 1 to 5: number 1, C, carries -0.614; number 2, C, carries -0.402; number 3, C, carries -0.429; number 4, C, carries -0.076; number 5, O, carries -0.499



ORCA calculation (the ωB97M-V functional and the def2-TZVPD basis) on C14H28CeCl2O2Si as an isolated structure at a distorted geometry.

As for the net charge: -2. The spin multiplicity is 1. The value obtained for the energy above the lowest of the compared OMol25 structures with the same formula, charge and spin is 0.00 kcal per mole. The calculation puts the total energy at -2385.84324 Eh.

Cartesian coordinates (Å):
C1 -2.057 1.224 -1.228
C2 -2.379 -0.133 -1.513
C3 -1.403 -0.639 -2.420
C4 -3.522 -0.901 -0.976
C5 -0.495 0.422 -2.721
C6 -0.893 1.568 -1.985
C7 -0.220 2.881 -2.002
C8 -2.796 2.111 -0.308
C9 -1.332 -2.017 -2.946
C10 0.660 0.310 -3.632
Ce1 0.228 -0.943 0.934
Cl1 -0.933 -3.038 0.546
Cl2 -1.510 0.017 2.656
O1 1.495 -0.975 -0.722
H1 -4.054 -0.316 -0.216
H2 -3.192 -1.839 -0.509
H3 -4.235 -1.158 -1.771
H4 -1.541 -2.754 -2.161
H5 -0.333 -2.221 -3.345
H6 -2.061 -2.168 -3.756
H7 1.257 -0.581 -3.391
H8 1.303 1.194 -3.547
H9 0.333 0.229 -4.680
H10 0.864 2.751 -2.104
H11 -0.408 3.426 -1.071
H12 -0.571 3.501 -2.840
H13 -3.082 1.576 0.609
H14 -3.712 2.503 -0.779
H15 -2.175 2.968 -0.016
H16 2.234 -0.383 -0.950
O2 1.462 1.665 1.020
H17 0.829 2.175 1.547
C11 4.102 -0.313 2.162
Si1 2.875 -1.195 3.289
C12 3.793 -2.326 4.478
C13 1.947 0.124 4.266
C14 1.662 -2.149 2.277
H18 4.880 0.181 2.761
H19 3.582 0.453 1.569
H20 4.594 -1.021 1.482
H21 4.484 -1.759 5.117
H22 3.085 -2.855 5.128
H23 4.374 -3.077 3.930
H24 1.646 0.942 3.597
H25 1.039 -0.285 4.727
H26 2.593 0.535 5.055
H27 2.057 -2.776 1.440
H28 0.931 -2.812 2.806

Mulliken population analysis, charges in e, atoms 1 to 5: number 1, C, carries 0.649; number 2, C, carries 0.231; number 3, C, carries 0.722; number 4, C, carries -1.334; number 5, C, carries 0.523



ORCA calculation (the ωB97M-V functional and the def2-TZVPD basis) on a 8-piece molecular cluster, C14H28Cl10O9 overall at a distorted geometry.

The spin multiplicity is 1. The structure (SMILES) is COC(=O)OC.COC(=O)OC.COC(=O)OC.ClCCl.ClCCl.ClCCl.ClCCl.ClCCl. The value obtained for the energy above the lowest of the compared OMol25 structures with the same formula, charge and spin is 51.97 kcal per mole. The calculation puts the total energy at -5829.24225 Eh.

Cartesian coordinates (Å):
C1 4.040 0.715 4.330
O1 5.135 0.230 3.606
C2 6.027 1.170 3.295
O2 6.051 2.327 3.663
O3 7.015 0.537 2.560
C3 8.134 1.216 1.991
H1 4.268 1.010 5.355
H2 3.247 -0.032 4.345
H3 3.569 1.527 3.776
H4 8.808 0.509 1.507
H5 8.673 1.789 2.745
H6 7.799 1.979 1.290
C4 -7.585 -9.082 4.491
O4 -6.280 -8.846 3.956
C5 -5.801 -7.603 3.996
O5 -6.242 -6.708 4.666
O6 -4.731 -7.549 3.154
C6 -4.153 -6.245 2.956
H7 -7.901 -10.112 4.325
H8 -8.304 -8.402 4.036
H9 -7.558 -8.955 5.574
H10 -3.693 -5.908 3.885
H11 -4.847 -5.500 2.566
H12 -3.213 -6.279 2.404
C7 8.101 0.638 -5.714
O7 6.885 1.288 -5.802
C8 6.395 1.563 -7.057
O8 6.865 1.196 -8.123
O9 5.224 2.215 -7.032
C9 4.544 2.429 -5.772
H13 8.893 1.145 -6.265
H14 7.933 -0.357 -6.127
H15 8.326 0.515 -4.655
H16 5.356 2.874 -5.198
H17 4.304 1.463 -5.328
H18 3.742 3.167 -5.788
Cl1 -11.286 2.096 0.885
C10 -10.071 0.899 0.503
Cl2 -8.465 1.537 0.544
H19 -10.156 0.118 1.259
H20 -10.284 0.462 -0.472
Cl3 -4.974 8.102 -2.982
C11 -3.586 9.238 -3.106
Cl4 -2.171 8.262 -3.062
H21 -3.510 9.841 -4.011
H22 -3.555 9.916 -2.253
Cl5 -3.018 2.753 4.966
C12 -2.887 4.504 5.314
Cl6 -1.838 5.287 4.159
H23 -3.938 4.788 5.259
H24 -2.495 4.428 6.328
Cl7 -0.249 1.561 -1.102
C13 -1.893 1.624 -1.645
Cl8 -2.593 0.029 -2.012
H25 -2.477 1.958 -0.788
H26 -2.039 2.211 -2.551
Cl9 3.970 -4.043 -4.281
C14 2.459 -3.796 -3.325
Cl10 1.650 -5.300 -2.710
H27 2.641 -3.072 -2.531
H28 1.741 -3.324 -3.997

natural (NBO) population analysis, charges in e, atoms 1 to 5: number 1, C, carries -0.262; number 2, O, carries -0.482; number 3, C, carries 0.987; number 4, O, carries -0.627; number 5, O, carries -0.522



ORCA calculation (the ωB97M-V functional and the def2-TZVPD basis) on a 7-piece molecular cluster, C14H28Cl14 overall at a distorted geometry.

The spin multiplicity is 1. The structure (SMILES) is ClCCCl.ClCCCl.ClCCCl.ClCCCl.ClCCCl.ClCCCl.ClCCCl. The value obtained for the energy above the lowest of the compared OMol25 structures with the same formula, charge and spin is 56.50 kcal per mole. The calculation puts the total energy at -6992.87321 Eh.

Cartesian coordinates (Å):
Cl1 -4.531 -0.018 8.227
C1 -3.404 -1.045 7.392
C2 -2.856 -0.247 6.205
Cl2 -4.094 0.025 5.015
H1 -3.850 -1.891 6.869
H2 -2.678 -1.522 8.050
H3 -2.027 -0.696 5.658
H4 -2.469 0.738 6.464
Cl3 -2.015 8.359 2.038
C3 -2.206 7.012 0.973
C4 -1.964 5.616 1.636
Cl4 -0.345 5.472 2.404
H5 -1.588 7.269 0.113
H6 -3.239 7.041 0.626
H7 -1.910 4.846 0.866
H8 -2.719 5.364 2.382
Cl5 2.823 4.597 -2.736
C5 4.023 4.661 -1.478
C6 5.397 4.217 -2.015
Cl6 6.001 5.305 -3.377
H9 3.715 3.938 -0.723
H10 4.110 5.655 -1.040
H11 5.395 3.214 -2.443
H12 6.203 4.291 -1.286
Cl7 1.298 -1.260 -3.262
C7 0.243 -0.527 -2.194
C8 0.968 -0.565 -0.790
Cl8 -0.280 -0.036 0.325
H13 -0.693 -1.085 -2.224
H14 0.014 0.435 -2.654
H15 1.761 0.183 -0.770
H16 1.277 -1.562 -0.476
Cl9 0.602 -0.173 -10.161
C9 2.414 -0.224 -10.357
C10 2.956 -1.507 -9.801
Cl10 2.615 -2.891 -10.929
H17 2.895 0.650 -9.916
H18 2.607 -0.215 -11.430
H19 2.385 -1.750 -8.905
H20 4.035 -1.438 -9.664
Cl11 1.016 -4.608 4.342
C11 2.776 -4.621 4.161
C12 3.430 -3.416 4.958
Cl12 2.837 -1.836 4.436
H21 3.041 -4.642 3.104
H22 3.272 -5.524 4.518
H23 4.483 -3.547 4.710
H24 3.246 -3.387 6.032
Cl13 -5.077 -6.473 -0.285
C13 -4.898 -4.957 0.660
C14 -6.282 -4.398 1.041
Cl14 -7.056 -5.502 2.149
H25 -4.176 -4.279 0.205
H26 -4.443 -5.180 1.625
H27 -6.821 -4.374 0.094
H28 -6.216 -3.492 1.644

natural (NBO) population analysis, charges in e, atoms 1 to 5: number 1, Cl, carries -0.020; number 2, C, carries -0.423; number 3, C, carries -0.408; number 4, Cl, carries -0.043; number 5, H, carries 0.219